Record 1
Entry from OMol25: C5H13B11Br6Cl3O9OsP2 as an isolated structure (ωB97M-V/def2-TZVPD).

```
! RIJCOSX wB97M-V def2-TZVPD def2/J DEFGRID3
* xyz 3 5
Os -0.75461 -1.21788 -0.43691
Br -1.06163 -0.68635 1.95712
B -0.69164 1.27787 2.13651
B -1.57643 2.33754 3.25884
C -1.58645 3.81384 2.41705
B -1.85823 2.42741 1.50161
B -0.91339 3.80181 0.85099
B -0.07410 4.55401 2.20701
B -0.48021 3.65520 3.68573
B 0.13818 1.95379 3.53688
Br 0.69575 0.87674 4.99777
B 1.09215 3.38264 2.86993
Br 2.71500 3.96297 3.63271
B 0.81810 3.44409 1.06317
Br 2.12793 4.02876 -0.19984
B -0.31657 2.14702 0.70585
Br -0.33681 1.17347 -1.04770
B 0.95878 1.86165 1.90046
Br 2.46608 0.69488 1.64686
H -2.43869 2.02635 3.99288
H -2.43224 4.46746 2.58114
H -2.91085 2.16453 1.04650
H -1.34180 4.46158 -0.02147
H 0.05737 5.71962 2.24935
H -0.61475 4.22434 4.70362
C 3.31156 -2.21540 -3.13249
C 1.96853 -2.86627 -2.92169
O 1.79082 -4.11010 -3.35109
P 0.44384 -1.87603 -3.42539
O -0.00322 -2.41873 -4.79630
O 0.96266 -0.43438 -3.67078
O -0.62850 -1.91198 -2.37161
P 1.79352 -2.96561 -0.69393
O 3.28585 -2.93005 -0.28002
O 0.97791 -4.15277 -0.52391
O 1.21242 -1.55577 -0.45440
H 3.40534 -2.02567 -4.20810
H 4.11865 -2.88395 -2.83014
H 3.40592 -1.27363 -2.59643
H 2.61239 -4.62791 -3.45094
H -0.38468 -3.30712 -4.92284
H 1.08141 -0.09378 -4.57713
H 3.63160 -3.72988 0.16536
Cl -5.44171 -2.27990 -0.45108
C -4.06689 -3.35672 -0.46926
Cl -4.09252 -4.49766 0.85852
Cl -3.90635 -4.17512 -2.03918
C -2.78918 -2.55267 -0.37693
O -1.65861 -3.02752 -0.07320
O -2.71172 -1.28472 -0.64311
*
```

Properties
**E_LUMO (spin up / spin down)**: -10.25 / -12.92 eV
**Kohn-Sham gap (spin up / spin down)**: 0.2725 / 0.1712 hartree
**Energy**: -18746.3168 Eh

Record 2
Entry from OMol25: an isolated ion of composition C5H13BrN2P and charge +1 (ωB97M-V/def2-TZVPD).

```
! RIJCOSX wB97M-V def2-TZVPD def2/J DEFGRID3
* xyz 1 1
C -0.28034 0.89377 1.25846
C 0.49781 -0.45902 1.00132
C -0.80618 2.93058 -0.11806
C 0.85672 -1.13788 -1.27913
C -0.76380 -2.33679 -0.07282
N -0.70565 1.49734 0.05287
N -0.14424 -1.04671 -0.18383
P -1.50324 0.48745 -1.01698
Br -3.39801 -0.08754 -0.02222
H -1.08821 0.71761 1.93724
H 0.36330 1.76151 1.72379
H 1.51498 -0.36058 0.77871
H 0.35981 -1.07030 1.97004
H 0.11967 3.41724 0.25054
H -1.07265 3.26789 -1.13610
H -1.56309 3.49097 0.63066
H 0.50284 -1.24953 -2.30379
H 1.34611 -0.12310 -1.29196
H 1.67131 -1.78356 -0.98296
H -1.30378 -2.63823 -0.98925
H 0.07363 -3.23364 0.08396
H -1.41406 -2.45289 0.79165
*
```

Properties
**E_LUMO**: -4.60 eV
**Kohn-Sham gap**: 0.3245 hartree
**Energy**: -3222.9181 Eh
**SMILES string**: CN1CC[N+](C)(C)P1Br

Record 3
Entry from OMol25: C5H13ClI2O2PSc as an isolated structure (ωB97M-V/def2-TZVPD).

```
! RIJCOSX wB97M-V def2-TZVPD def2/J DEFGRID3
* xyz 2 1
I 2.68928 1.53678 0.22305
I 5.45647 -1.76983 -0.45274
Sc 0.73721 -0.08395 1.11901
P -0.76357 -0.31289 -1.07732
C 0.46711 -0.32486 -2.46062
C -1.80975 -1.75202 -1.57336
H -2.62637 1.22539 -0.88247
H -2.35825 0.74348 -2.56535
H -1.28132 1.97198 -1.78060
C -1.85776 1.04844 -1.64231
H -2.47428 -2.00607 -0.74167
H -2.42677 -1.47057 -2.44054
H -0.07321 -0.36958 -3.42465
H 1.11420 -1.20799 -2.34974
H -1.18476 -2.62499 -1.80017
H 1.08291 0.58544 -2.38565
C 1.70088 -2.05812 0.53658
O 2.23089 -3.05697 0.32286
Cl -0.55098 -1.47084 2.50341
C 0.44966 1.80931 3.83385
O 0.11545 1.59273 2.44729
H 1.45018 1.38677 4.02447
H -0.28246 1.29131 4.45291
H 0.39766 2.88292 4.07170
H -0.20243 2.43411 2.04209
*
```

Properties
**E_LUMO (spin up / spin down)**: -12.01 / -9.90 eV
**Kohn-Sham gap (spin up / spin down)**: 0.1615 / 0.2483 hartree
**Energy**: -2505.8831 Eh

Record 4
Entry from OMol25: a 2-piece molecular cluster, C5H13FN overall (ωB97M-V/def2-TZVPD).

```
! RIJCOSX wB97M-V def2-TZVPD def2/J DEFGRID3
* xyz 1 1
C -1.83635 0.87183 0.49486
C 1.48468 1.05808 0.83532
C 1.96122 -0.63111 -1.08364
C -1.14216 -0.18893 -0.27689
C 1.29714 -0.25206 0.17784
N -1.45191 -1.56812 0.19358
F 1.14255 -1.28844 1.04454
H -2.91662 0.84039 0.31772
H -1.66666 0.77682 1.56511
H -1.49035 1.84940 0.17185
H 1.24661 1.86637 0.15097
H 0.86736 1.13772 1.72752
H 2.52579 1.17842 1.15063
H 3.02509 -0.78930 -0.87660
H 1.87546 0.15772 -1.82222
H 1.57103 -1.56340 -1.48305
H -1.18144 -0.10965 -1.35317
H -1.32789 -2.25524 -0.55840
H -2.41572 -1.63857 0.55086
H -0.80168 -1.82392 0.95938
*
```

Properties
**E_LUMO (spin up / spin down)**: -3.65 / -3.65 eV
**Kohn-Sham gap (spin up / spin down)**: 0.3233 / 0.3233 hartree
**Energy**: -352.6000 Eh

Record 5
Entry from OMol25: a 2-piece molecular cluster, C5H13FN overall (ωB97M-V/def2-TZVPD).

```
! RIJCOSX wB97M-V def2-TZVPD def2/J DEFGRID3
* xyz 1 1
C 1.66099 -1.53452 -0.77415
C -2.27139 1.78208 -0.25536
C 0.20301 1.80353 -0.59657
C 1.87775 -2.16738 0.36561
C -1.03689 0.92686 -0.41504
N 0.82465 -2.06892 1.41217
F -0.90124 0.08588 0.79478
H 0.81370 -0.80871 -0.93850
H -1.20467 0.19582 -1.19719
H 2.18245 -1.56300 -1.62845
H -2.13406 2.78817 -0.69721
H -3.08712 1.40455 -0.72807
H -2.45928 1.95835 0.87357
H -0.11900 2.26370 -1.57129
H 1.21260 1.33305 -0.56629
H 0.22521 2.51968 0.40138
H 2.66504 -2.87055 0.59212
H 0.15430 -1.21097 1.13918
H 1.13172 -1.86720 2.32150
H 0.26224 -2.97041 1.46780
*
```

Properties
**E_LUMO**: -3.36 eV
**Kohn-Sham gap**: 0.4397 hartree
**Energy**: -352.6138 Eh

Record 6
Entry from OMol25: a 2-piece molecular cluster, C5H13IN overall (ωB97M-V/def2-TZVPD).

```
! RIJCOSX wB97M-V def2-TZVPD def2/J DEFGRID3
* xyz 1 1
C -1.52244 -1.28781 -0.02891
C -0.55314 0.49324 -1.59731
C 1.11605 1.36921 0.63722
C 1.48073 -1.02719 0.48252
C -0.65229 -0.12271 -0.26529
N 0.46639 0.04150 0.67359
I -2.57022 2.22974 1.13038
H -1.24300 -2.12747 -0.67858
H -1.50804 -1.62399 1.00681
H -2.55015 -1.04564 -0.29940
H -1.48444 0.34146 -2.13457
H -0.35050 1.56134 -1.56026
H 0.24774 0.03691 -2.18922
H 0.35556 2.14789 0.68485
H 1.77449 1.47540 1.49611
H 1.70334 1.48230 -0.27038
H 1.90141 -0.95503 -0.52175
H 2.28567 -0.90647 1.20930
H 1.03290 -2.01305 0.61117
H 0.06995 -0.06964 1.61372
*
```

Properties
**E_LUMO (spin up / spin down)**: -6.53 / -6.52 eV
**Kohn-Sham gap (spin up / spin down)**: 0.2146 / 0.2148 hartree
**Energy**: -550.4199 Eh

Record 7
Entry from OMol25: a 2-piece molecular cluster, C5H13IOSi overall (ωB97M-V/def2-TZVPD).

```
! RIJCOSX wB97M-V def2-TZVPD def2/J DEFGRID3
* xyz 0 1
C -2.92539 0.23104 0.05125
C -0.38632 -0.98245 -1.28248
C -0.88177 -1.11971 1.84413
C 3.56549 0.80500 -1.18508
C -0.17152 1.60317 0.65124
O 0.78726 1.97205 0.02386
Si -1.12546 -0.03195 0.20277
I 4.69292 -0.50126 0.12185
H -3.32429 0.85496 0.91823
H -3.13746 0.70296 -0.83219
H -3.48983 -0.82397 0.10778
H -0.98091 -1.98016 -1.26301
H -0.41521 -0.44335 -2.24929
H 0.58607 -1.14494 -0.88927
H -0.71533 -2.20964 1.50355
H 0.02426 -0.88390 2.49349
H -1.72246 -1.20018 2.56139
H 4.06512 1.65766 -1.56866
H 2.65138 1.28863 -0.82704
H -0.47225 1.96946 1.70203
H 3.37571 0.23659 -2.08456
*
```

Properties
**E_LUMO**: 0.47 eV
**Kohn-Sham gap**: 0.3533 hartree
**Energy**: -860.6859 Eh
**SMILES string**: C[Si](C)(C)C=O.CI

Record 8
Entry from OMol25: a 2-piece molecular cluster, C5H13N overall (ωB97M-V/def2-TZVPD).

```
! RIJCOSX wB97M-V def2-TZVPD def2/J DEFGRID3
* xyz 0 1
C -1.72609 -0.77383 0.35648
C -1.54739 -0.70072 -1.14275
C -2.71909 -0.02082 -1.79972
H -0.98813 -1.16652 0.92981
H -1.95411 0.15617 0.85681
H -2.61823 -1.48532 0.42636
H -0.73362 0.05467 -1.28112
H -1.18344 -1.68327 -1.56685
H -2.60965 0.30046 -2.85308
H -3.01853 0.88430 -1.26448
H -3.56844 -0.72676 -1.64198
C 3.24555 0.04015 0.32881
C 2.15006 1.41152 2.06699
N 2.19121 0.25279 1.38450
H 3.01355 0.53486 -0.60590
H 4.11000 0.46305 0.90481
H 3.35887 -1.07322 -0.08207
H 1.51308 1.61206 2.94320
H 3.08440 1.92044 2.04018
*
```

Properties
**E_LUMO**: 0.91 eV
**Kohn-Sham gap**: 0.3796 hartree
**Energy**: -252.9557 Eh
**SMILES string**: C=NC.CCC

Record 9
Entry from OMol25: a 3-piece molecular cluster, C5H13N overall (ωB97M-V/def2-TZVPD).

```
! RIJCOSX wB97M-V def2-TZVPD def2/J DEFGRID3
* xyz 0 1
C -0.74458 -0.12634 0.15786
C -1.00747 -0.83568 -1.16434
C -1.54730 1.16494 0.25705
H -1.00649 -0.80022 0.99149
H 0.35320 0.20531 1.66293
H -2.08903 -0.99343 -1.30605
H -0.62128 -0.23289 -2.00089
H -1.32070 1.83004 -0.59172
H -1.32733 1.71116 1.18853
H -2.62840 0.95592 0.22768
H -0.53907 -1.82874 -1.19837
C 1.84239 -1.04674 0.07678
C 1.01186 0.20524 0.18022
N 1.43906 1.28878 -0.35754
H 0.89920 2.14964 -0.27586
H 1.10425 0.41982 2.00317
H 1.32855 -1.91728 0.50643
H 2.78507 -0.89776 0.62123
H 2.06808 -1.25175 -0.97862
*
```

Properties
**E_LUMO**: 1.06 eV
**Kohn-Sham gap**: 0.3546 hartree
**Energy**: -252.9328 Eh

Record 10
Entry from OMol25: one molecule with the formula C5H13N (ωB97M-V/def2-TZVPD).

```
! RIJCOSX wB97M-V def2-TZVPD def2/J DEFGRID3
* xyz 0 1
C -1.84059 -0.92613 0.10279
C -0.89934 0.20497 -0.31104
C 0.30624 0.31542 0.64066
C 1.13242 1.58110 0.29889
C 1.23077 -0.88199 0.58516
N -0.52393 0.02360 -1.70246
H -2.43219 -0.57823 0.94025
H -2.48115 -1.21159 -0.73037
H -1.30598 -1.82266 0.40057
H -1.48275 1.12297 -0.24000
H -0.07670 0.49394 1.65665
H 0.49622 2.42389 0.01370
H 1.79503 1.40274 -0.55050
H 1.71635 1.87637 1.16125
H 1.78378 -0.95133 -0.35809
H 1.97720 -0.83775 1.37562
H 0.75815 -1.85425 0.71844
H -0.41471 -0.94464 -1.97074
H 0.26119 0.56356 -2.03079
*
```

Properties
**E_LUMO**: 1.12 eV
**Kohn-Sham gap**: 0.3695 hartree
**Energy**: -253.0565 Eh
**SMILES string**: CC(C)[C@H](C)N